The following is a quantum chemistry calculation of a cluster of 8 separate species, C58H85N9O10 in total in a non-equilibrium geometry, from the Open Molecules 2025 dataset.

Values from the calculation:
E_tot = -95396.510 eV
Molar mass = 1068.37 g/mol
2S+1 = 2
Total charge = +1

```
162
Properties=species:S:1:pos:R:3:forces:R:3
C -4.8157 1.6587 -2.2132 0.614 0.692 -0.207
C -5.5595 0.5471 -2.5200 0.591 -0.297 -0.276
C -5.0426 -0.3567 -3.4466 -1.006 -0.101 0.927
C -3.8097 -0.1788 -4.0078 1.785 0.455 -0.300
C -3.0093 1.0048 -3.7280 -0.451 -0.707 0.164
C -3.5602 1.9276 -2.8066 -0.579 -1.066 -0.093
C -1.6635 1.2224 -4.4417 0.559 2.901 -0.522
O -1.0270 2.3137 -4.2875 -1.658 -3.574 0.084
C -1.2702 0.2453 -5.5464 -1.533 -1.637 2.066
C -0.0388 0.2878 -6.1384 0.911 0.543 -1.614
C 0.2503 -0.4606 -7.3007 -1.515 -0.801 0.408
C -0.6897 -1.4502 -7.7398 -0.022 0.173 1.713
C -1.7808 -1.7792 -6.9103 0.143 2.649 1.521
C -2.0859 -0.8895 -5.7907 0.456 -1.062 -1.285
C -3.2816 -1.2696 -4.9280 0.338 1.822 -1.628
O -3.8614 -2.2922 -5.1728 -0.372 -0.407 0.799
H -5.2164 2.3885 -1.5253 0.061 0.049 0.177
H -6.4811 0.3110 -2.0087 -0.171 0.221 -0.094
H -5.6635 -1.2223 -3.6246 0.405 -0.320 -0.443
H -3.0979 2.8320 -2.4397 0.514 0.025 -0.565
H 0.6320 1.0111 -5.6987 0.376 0.185 -0.461
H 1.1499 -0.3207 -7.8817 0.141 0.091 0.215
H -0.5310 -2.0805 -8.6023 0.286 0.241 -0.189
H -2.4933 -2.5755 -7.0671 0.253 -0.164 -0.243
C -2.5316 -3.1115 5.1059 0.676 -0.002 0.012
C -2.7998 -2.8948 3.7383 0.865 -0.814 2.298
C -1.7239 -2.8902 2.8953 1.001 -0.331 -1.691
C -0.3405 -2.9752 3.2845 -1.343 -0.010 2.666
C -0.1164 -3.0835 4.6839 -1.540 0.105 0.531
C -1.2217 -3.1657 5.6024 0.106 0.168 -1.708
C 1.2690 -3.1361 5.2557 0.291 2.357 -4.868
O 1.5721 -3.6766 6.2337 0.818 -1.679 3.665
C 2.3288 -2.3818 4.3663 0.331 1.045 0.538
C 3.4001 -1.6729 4.9968 -0.704 0.174 -1.093
C 4.2176 -0.8329 4.2189 -0.495 -1.506 0.827
C 4.0435 -0.8004 2.8653 0.335 0.664 -0.376
C 3.0031 -1.4530 2.2241 0.019 -0.378 -0.481
C 2.1242 -2.2288 2.9518 -0.809 -0.999 2.720
C 0.8468 -2.8622 2.4147 -0.029 1.234 -3.281
O 0.7281 -3.0063 1.1911 0.241 -0.041 1.478
H -3.3591 -3.3344 5.7631 -0.053 0.349 0.255
H -3.8443 -2.8906 3.4639 0.160 0.091 -0.608
H -2.0253 -2.9555 1.8602 0.661 0.365 -0.486
H -1.0626 -3.2472 6.6675 0.243 -0.221 -0.026
H 3.6034 -1.6212 6.0562 -0.456 -0.648 0.193
H 5.0577 -0.3271 4.6716 -0.049 0.124 0.149
H 4.7608 -0.1773 2.3518 -0.163 -0.088 -0.672
H 2.8987 -1.3754 1.1520 -0.138 -0.113 -0.061
C 2.3652 2.3078 5.1940 -1.095 0.963 -0.425
O 3.0133 2.6575 4.2664 2.570 0.670 -4.314
N 1.0834 2.5076 5.2053 -5.166 0.114 -0.197
N 2.8851 1.8764 6.2888 1.660 -1.516 2.940
H 0.4601 2.2606 5.9607 0.269 -0.019 -0.078
H 0.6133 2.7824 4.3546 0.317 0.048 0.269
H 3.8424 2.1984 6.3001 -0.043 -0.482 1.173
H 2.2498 1.8045 7.0707 0.977 0.048 0.430
C 6.8216 3.0116 3.7701 -0.953 -0.091 -0.705
O 7.5053 3.9764 3.9004 1.364 1.312 0.299
N 5.9747 2.4908 4.6440 -1.539 -1.187 3.115
N 6.6312 2.3217 2.6260 0.690 -0.844 -3.084
H 5.3310 1.7880 4.3096 -0.092 0.548 0.408
H 5.7708 2.9142 5.5380 0.374 0.126 -0.407
H 6.1658 1.4253 2.6229 0.359 0.300 0.019
H 7.2329 2.5041 1.8356 0.001 -0.005 0.284
C -2.3651 -3.4245 -2.1625 -2.797 -3.075 3.601
O -3.1339 -4.3671 -1.9734 -1.593 0.969 -0.864
N -2.5553 -2.2281 -1.5088 -0.195 0.670 -0.570
N -1.1285 -3.7573 -2.4333 2.774 1.655 -1.683
H -3.3668 -2.2477 -0.9077 -0.016 0.569 -0.507
H -2.1149 -1.3843 -1.8464 -0.489 0.053 0.233
H -1.0222 -4.7549 -2.3172 0.628 0.271 -0.010
H -0.6354 -3.0476 -1.9105 1.690 -1.070 -0.137
C -1.3790 3.4429 0.5803 -1.052 0.238 -0.598
C -0.3882 2.2402 0.3739 1.091 1.121 0.307
C -0.6039 1.4004 -0.9028 -0.130 -1.008 -0.782
C 0.5815 0.4181 -1.3551 -0.938 1.624 3.270
C 1.7305 1.3949 -1.5775 -0.533 -1.195 -2.373
C 2.1649 2.2368 -0.4098 -1.271 0.418 0.253
N 1.0043 2.8316 0.3324 0.774 -1.039 2.039
O 1.4566 3.4441 1.5199 -1.452 0.699 -2.417
C 2.8465 1.3219 0.6145 0.635 0.547 0.472
C 3.0021 3.3904 -0.9103 1.343 0.728 0.989
C -0.4692 1.3171 1.6322 -1.089 0.420 -0.448
H -2.1944 3.1962 1.2603 0.140 -0.405 0.093
H -1.8926 3.7790 -0.3205 0.081 -0.795 -0.587
H -1.0811 4.4439 0.8924 1.257 -0.457 0.579
H -1.5123 0.8329 -0.7006 -0.080 -0.153 0.089
H -0.8703 1.9851 -1.7833 0.183 0.501 0.158
H 0.2521 -0.3386 -2.0672 0.378 0.658 -0.588
H 0.8315 -0.1440 -0.4554 0.008 -0.513 0.109
H 1.4254 1.9523 -2.4631 0.162 0.675 0.135
H 2.6336 0.8771 -1.9005 0.133 -0.062 -0.025
H 3.5735 1.8530 1.2290 0.110 0.245 -0.165
H 2.1549 0.9149 1.3521 0.031 -0.555 -0.476
H 3.3858 0.5825 0.0225 -0.168 -0.270 0.406
H 2.7874 4.3561 -0.4526 -1.121 0.148 -0.527
H 3.9590 3.3536 -0.3896 0.666 -0.697 -0.803
H 3.0595 3.4136 -1.9986 0.173 0.218 0.310
H -0.4358 1.8687 2.5717 0.351 0.015 -0.102
H 0.1286 0.4057 1.6460 0.126 0.246 -0.159
H -1.5181 1.0386 1.5305 -0.054 -0.474 0.325
H 1.6923 2.7809 2.1728 0.484 -0.741 0.573
C -5.8214 3.6210 5.8042 -0.660 0.730 -1.670
C -5.2616 2.8354 4.5403 2.149 -0.128 1.719
C -4.3469 1.6847 5.0976 0.041 0.523 -0.304
C -3.9175 0.6587 4.0764 -2.002 -0.688 0.719
C -5.2249 0.0438 3.4234 2.339 1.395 -0.201
C -6.0638 1.1753 2.7477 -0.383 0.078 -0.299
N -6.2976 2.2592 3.7285 -1.389 -0.536 1.074
O -7.1806 3.3217 3.2917 1.273 -0.267 -0.758
C -5.5385 1.6720 1.3883 1.186 -0.341 0.435
C -7.4150 0.5607 2.3919 -0.368 0.883 1.116
C -4.3410 3.8062 3.7437 0.585 -0.363 -0.113
H -6.4321 3.1419 6.5695 0.301 -0.834 -0.315
H -6.5086 4.3275 5.3387 -0.085 0.325 0.214
H -5.0791 4.2406 6.3074 0.342 -0.336 -0.184
H -3.3627 2.0438 5.3984 -0.259 0.961 0.583
H -4.7821 1.2153 5.9799 -0.299 -0.041 -0.124
H -3.4200 -0.0878 4.6956 0.327 -0.365 -0.514
H -3.1902 1.1583 3.4363 -0.207 -0.465 -0.644
H -5.7738 -0.5227 4.1757 -0.239 0.435 0.165
H -4.8544 -0.7098 2.7286 -0.488 0.115 -0.634
H -5.4397 0.7856 0.7617 -0.093 0.104 -0.344
H -6.1873 2.4126 0.9206 -0.173 -0.161 0.179
H -4.5493 2.1237 1.4632 0.177 0.037 0.039
H -7.8944 1.2425 1.6895 -0.146 -0.725 -0.581
H -7.2823 -0.4877 2.1247 -0.401 0.251 -0.489
H -8.0382 0.6517 3.2816 -0.090 -0.569 0.201
H -3.5080 3.3622 3.1986 -0.511 -1.234 -0.765
H -3.6132 4.3317 4.3621 -1.047 1.114 0.657
H -4.9264 4.3629 3.0120 0.236 0.577 0.406
H -8.0852 3.0004 3.2796 -0.025 -0.487 0.399
C 2.9223 -4.5887 -3.7408 -1.602 -0.020 -1.048
C 3.3693 -3.1774 -4.1184 1.536 0.582 2.023
C 4.4510 -2.7882 -2.9713 -0.419 1.630 -1.768
C 5.4884 -1.6958 -3.3769 -0.174 0.032 -0.769
C 6.0710 -1.8033 -4.8152 -0.523 -0.936 1.920
C 4.9931 -2.2076 -5.9042 0.660 -0.164 -0.193
N 4.0595 -3.3026 -5.4212 0.920 0.368 0.774
O 3.1111 -3.7637 -6.4111 0.524 1.295 0.298
C 4.2661 -0.9734 -6.4915 -0.429 -0.036 0.538
C 5.8657 -2.7904 -7.0228 0.035 -1.344 -0.423
C 2.1782 -2.1418 -3.9575 0.612 -2.017 -0.380
H 2.2755 -4.9173 -4.5543 -0.198 -0.145 -0.056
H 2.2536 -4.5801 -2.8801 0.382 -0.048 0.368
H 3.6810 -5.3700 -3.6946 0.347 0.507 0.346
H 4.0114 -2.2010 -2.1650 -0.976 -0.755 0.267
H 4.9065 -3.6707 -2.5220 0.200 0.032 -0.398
H 6.1702 -1.7793 -2.5306 0.908 0.249 -0.517
H 5.1598 -0.6569 -3.3483 -1.037 -0.035 0.555
H 6.9085 -2.4693 -4.6070 -0.144 -0.879 -1.216
H 6.5799 -0.8873 -5.1152 -0.406 0.189 -0.120
H 4.2515 -1.0709 -7.5770 -0.152 0.302 0.106
H 3.2402 -0.9042 -6.1298 -0.108 -0.197 -0.133
H 4.7112 -0.0224 -6.1991 0.358 -0.050 -0.175
H 6.8855 -2.4069 -7.0541 -0.222 0.482 -0.053
H 6.0120 -3.8580 -6.8585 0.042 -0.167 0.375
H 5.4305 -2.7667 -8.0218 -0.111 0.435 0.003
H 1.7817 -2.3472 -2.9631 0.077 0.384 0.208
H 1.3948 -2.5008 -4.6250 -0.142 0.695 -0.391
H 2.4896 -1.1041 -4.0769 -0.185 -0.096 -0.120
H 3.5858 -4.4653 -6.8629 0.109 -0.200 0.029
```
Positions in Å, forces in eV/Å.